(1)
88
Properties=species:S:1:pos:R:3:lowdin_spin:R:1 method="wB97M-V/def2-TZVPD" relative_energy_kcal_mol=139.0 homo_ha="-0.4217 / -0.4213" homo_lumo_gap_ev="3.7 / 2.6" charge=+2 spin_multiplicity=5
H -0.137 4.241 0.099 0.000
H -0.478 -1.853 -5.233 0.000
H 8.830 1.228 5.947 0.000
H -2.935 -0.954 -5.762 0.002
C -0.971 1.405 -1.258 0.071
H -5.802 -0.731 -1.234 0.000
C 0.262 -2.310 2.039 0.037
C 6.658 0.278 2.590 0.000
C -3.478 -1.943 -3.962 0.019
H -0.378 1.478 3.227 -0.001
C -0.298 3.853 -0.936 0.033
H 6.952 0.295 1.543 0.000
H -4.530 -1.318 2.170 0.001
H 8.677 0.184 3.364 0.000
O 4.866 1.056 0.602 0.046
P -3.760 -1.839 -2.128 0.076
H -2.533 2.018 -5.243 0.000
H -3.263 -3.000 2.339 0.003
H 0.456 0.696 -2.734 0.001
H -3.894 0.087 -4.665 0.000
S 4.028 0.661 1.729 0.000
P -1.543 0.065 -4.063 0.025
H 0.618 -1.939 3.017 0.005
C 7.223 0.209 4.957 0.000
C -2.190 0.400 1.478 0.252
H -2.721 -2.736 -4.080 0.001
O 3.346 -0.620 1.552 0.015
C 4.894 0.226 4.272 0.000
H -4.846 0.231 1.316 0.001
H 8.969 -0.534 5.954 0.000
C -0.322 -0.771 -5.196 0.004
C 1.051 3.326 -1.457 0.049
C 8.260 0.295 6.034 0.000
H -5.333 -3.489 -2.835 0.003
C -2.699 -3.218 1.415 0.034
C -4.580 -3.467 -2.043 0.032
H 3.832 0.209 4.493 0.000
H -5.814 -0.917 -3.026 0.001
H 3.288 1.049 -0.798 0.021
H -5.072 -3.653 -1.089 0.000
C -5.195 -0.650 -2.150 0.005
H 0.452 -0.043 3.517 -0.001
C -1.523 1.640 -5.064 0.005
C 2.190 1.156 -0.747 0.257
H 7.783 0.267 7.015 0.000
C 0.075 0.403 -1.741 0.078
C 1.542 2.318 -0.451 0.414
H -0.720 4.675 -1.539 0.001
H -3.347 -3.811 0.738 0.003
H -4.443 -2.299 -4.356 0.001
H 1.997 2.889 0.388 0.037
H 0.971 2.863 -2.454 0.000
H 1.728 4.191 -1.512 0.013
C 7.610 0.214 3.609 0.000
C 1.346 -0.042 -0.985 0.060
C -0.980 -0.119 1.908 0.000
H -1.821 2.501 1.343 0.014
H -0.480 -0.609 -1.784 0.027
H -1.053 1.477 -6.041 0.001
H -3.833 -4.237 -2.252 0.001
H -4.832 0.390 -2.253 0.001
O 3.192 1.701 2.327 0.003
C 5.855 0.163 5.274 0.001
H 1.950 -0.788 -1.536 0.004
H -3.528 2.111 1.512 0.000
H 1.138 -2.285 1.376 0.014
C 5.302 0.346 2.945 0.007
C -3.096 -0.671 -4.711 0.002
C -2.074 -1.943 0.886 0.110
H -0.032 -3.361 2.173 0.003
H -5.138 -1.322 0.509 0.001
H 0.685 -0.529 -4.839 0.000
C -2.987 -0.669 0.754 0.044
C 0.036 0.599 2.729 -0.009
H -0.431 -0.373 -6.211 0.001
C -4.458 -0.791 1.201 0.008
H -2.433 1.945 2.866 0.012
Os -2.092 -1.292 -0.981 1.859
H -0.923 2.387 -4.533 0.000
H 5.538 0.093 6.315 0.000
H 0.904 0.945 2.152 -0.003
H 1.106 -0.590 -0.050 0.010
C -1.226 2.715 -0.984 0.026
C -2.531 1.800 1.793 0.044
H -1.853 -3.843 1.689 0.002
H -1.913 0.800 -1.084 0.020
H -2.258 2.936 -0.671 0.002
C -0.834 -1.454 1.513 0.190

---

(2)
107
Properties=species:S:1:pos:R:3:lowdin_charge:R:1 method="wB97M-V/def2-TZVPD" homo_ha=-0.2063 homo_lumo_gap_ev=2.0 spin_multiplicity=1
F -1.908 -6.072 4.663 0.219
H 0.290 0.587 1.852 0.016
H -3.532 4.188 -0.369 0.074
C -2.347 -1.064 -8.819 -0.108
H -0.393 0.768 -2.534 0.034
H -2.600 -0.727 -9.817 0.096
H -1.397 6.062 -3.777 0.123
F -2.047 -2.297 2.928 0.143
C 3.715 -2.994 -1.169 -0.317
C -0.806 0.608 1.937 -0.146
H 0.390 -2.105 2.695 0.082
H 5.694 -2.446 -0.915 0.069
H 0.305 4.082 -0.299 0.110
H -1.063 1.675 1.968 0.057
C 5.138 2.611 4.048 -0.183
H -1.157 0.151 2.864 0.062
H 3.413 2.856 2.818 0.135
F -0.247 -3.400 4.875 0.142
C 0.470 -2.471 0.494 -0.553
H -0.287 -2.228 -2.413 0.076
C 2.751 -3.040 3.683 -0.426
H -2.319 -0.639 0.874 0.075
H 3.141 -2.721 1.612 0.005
H 4.843 3.641 4.303 0.135
N 3.144 1.059 3.796 -0.179
H 4.613 -1.243 -0.823 -0.033
S -0.975 -3.649 0.526 0.741
C 3.619 -0.284 3.832 -1.026
C 1.103 -2.167 1.868 -0.219
F -2.193 -2.732 5.391 0.162
H 2.460 2.586 5.075 0.132
C -3.344 -1.523 -7.967 -0.097
C -1.876 -5.030 5.451 -0.591
H -5.754 6.685 -2.697 0.089
S 2.423 -1.431 4.476 0.969
H -3.519 5.485 -4.741 0.123
H 2.669 -1.375 -0.219 0.022
F -2.056 -5.488 1.922 0.149
H 2.071 -1.826 -1.891 0.114
H -4.865 6.097 -1.262 0.072
H 1.548 -1.158 1.785 0.049
O -2.245 -3.061 0.120 -0.574
C 4.035 1.994 3.116 -0.242
H -3.797 -2.304 -6.019 0.104
H -6.208 5.158 -1.921 0.092
H -1.970 4.515 -3.125 0.102
C -0.522 -0.182 -3.077 -0.147
H 2.140 -4.120 1.852 0.088
H -1.799 0.809 0.030 0.064
H 0.051 6.089 -1.542 0.115
H 0.326 -1.453 -6.779 0.094
C -1.540 -3.692 4.720 -0.347
H 3.701 -4.039 -0.673 -0.037
Ca 4.204 0.470 0.700 1.380
H -4.373 -1.547 -8.302 0.099
S 5.127 -0.830 3.392 0.743
O 5.375 1.838 5.183 -0.135
Br -3.217 -3.157 -2.097 0.010
H -1.453 -2.249 -5.255 0.090
H 0.426 -0.353 -3.601 0.059
H -3.293 2.532 0.159 0.088
C -0.705 -1.469 -7.112 -0.104
C -2.027 -3.591 3.251 -0.389
C -0.669 4.210 -0.784 -0.235
C -3.527 5.830 -3.704 -0.213
F -3.301 -3.971 3.253 0.185
H 6.059 2.677 3.458 0.131
N -2.019 6.160 -1.782 -0.050
H 4.305 0.747 6.542 0.130
C -1.425 -0.043 0.651 -0.355
Br 4.840 -4.562 1.023 -0.061
C 2.894 1.583 5.151 -0.135
C -5.368 5.798 -2.188 -0.111
H -1.351 -0.098 -3.782 0.066
H 2.343 -3.844 4.301 0.089
C -3.021 -1.949 -6.686 -0.081
H -2.843 5.923 -1.249 0.064
C -0.800 -1.327 -2.056 -0.473
O -1.596 3.646 0.116 -0.196
C -2.856 3.334 -0.437 -0.096
C 4.215 1.686 5.986 -0.151
F -0.136 -5.014 2.688 0.133
H 4.475 1.607 2.170 -0.055
H 3.899 -3.047 -2.251 0.112
C -1.260 -4.474 2.208 -0.470
H -0.622 3.623 -1.709 0.107
H 2.197 0.930 5.681 0.104
C -1.027 -1.040 -8.393 -0.110
H -3.786 6.892 -3.712 0.122
O -0.631 -4.726 -0.337 -0.251
C -2.142 5.598 -3.124 -0.210
F -1.019 -5.270 6.421 0.200
H -0.891 6.203 -0.065 0.118
P -0.160 -0.904 -0.386 1.077
H 4.114 2.518 6.696 0.132
H 3.841 -3.187 3.683 0.030
C -1.702 -1.919 -6.257 -0.095
H -0.249 -0.686 -9.058 0.094
C -0.845 5.710 -1.039 -0.199
C 2.304 -3.103 2.207 -0.303
O 1.466 -3.087 -0.334 -0.153
H -1.879 -1.531 -2.028 -0.128
N 4.784 -2.218 -0.526 -0.148
F -3.061 -4.901 6.017 0.195
C 2.383 -2.200 -0.908 -0.261
O -4.509 5.052 -3.031 -0.188
H -2.774 2.989 -1.471 0.096

---

(3)
110
Properties=species:S:1:pos:R:3:lowdin_charge:R:1 method="wB97M-V/def2-TZVPD" relative_energy_kcal_mol=0.0 homo_ha=-0.3832 homo_lumo_gap_ev=10.8 spin_multiplicity=1
O 2.637 -1.763 -3.904 0.123
O -0.631 3.150 2.726 0.128
H 1.506 -0.285 -0.809 0.164
O -2.777 2.575 2.855 -0.023
C 4.948 -1.094 6.117 -0.069
C 0.695 -2.552 3.130 -0.034
H -0.312 4.638 -6.391 0.142
C -3.126 3.106 1.545 -0.002
C -3.254 -3.067 2.498 -0.564
C -2.482 -5.276 2.737 -0.002
H -1.586 -5.831 3.017 0.097
O 2.750 -4.670 -0.040 0.067
C 3.671 -1.738 4.235 -0.536
H -6.929 1.399 -2.134 0.125
O 2.881 -3.750 -4.867 0.132
O 4.241 1.424 -2.291 0.102
H -0.259 4.078 -4.817 0.123
O -5.437 3.266 -1.053 0.118
C 1.958 -0.553 -5.725 -0.168
H -0.689 0.779 1.043 0.135
O 0.961 -5.089 -1.214 0.082
C 0.411 4.305 -5.646 -0.195
O 2.252 -1.871 -6.011 0.045
O -1.458 2.107 4.573 0.017
H 2.726 2.822 -2.550 0.104
H 0.645 2.180 -5.805 0.129
O 0.149 0.693 -1.842 0.145
H -3.225 0.041 4.622 0.066
O 1.022 -3.191 0.101 0.113
C 3.185 -5.614 -0.885 -0.164
C 2.029 -1.961 2.579 -0.211
H 1.829 -1.208 1.817 0.104
H 1.918 0.188 -3.655 0.123
H 1.147 0.218 5.958 0.062
H 5.123 -2.160 6.258 0.095
C 3.765 2.780 -2.223 -0.051
H 5.875 -0.637 5.769 0.095
C 1.861 -6.167 -1.400 -0.104
C -3.560 -0.680 2.488 -0.208
C -3.995 -0.061 3.857 -0.041
H 3.560 -0.021 -4.419 0.141
C 2.453 4.627 -4.958 -0.568
C 3.672 2.888 -0.730 -0.190
C -1.551 2.686 3.339 -0.579
H -4.476 -0.937 1.954 0.117
C -6.208 0.709 -1.695 -0.237
H -2.874 -5.680 1.804 0.096
H 0.039 2.711 5.879 0.116
H 0.976 0.725 1.210 0.134
H -4.162 2.829 1.345 0.095
C 0.454 -0.023 -0.698 -0.355
H -6.473 0.897 -0.654 0.123
H -3.141 4.195 1.593 0.102
H 1.901 -6.072 -2.486 0.133
H -4.773 -0.718 4.245 0.075
C 2.540 -0.396 -4.334 -0.056
H 0.887 -0.458 -5.904 0.128
H -3.055 0.063 1.870 0.101
H -3.629 4.570 -2.620 0.099
O -2.266 -3.868 2.521 0.018
C -4.667 2.492 -1.598 -0.538
C 0.114 0.412 5.668 -0.019
H 1.730 -7.200 -1.080 0.135
H -0.178 -0.368 4.965 0.050
H 0.786 -2.821 4.183 0.087
C 2.593 -2.571 -4.852 -0.594
C -6.281 -0.717 -2.195 -0.052
O 2.681 -1.232 3.541 0.031
H 4.428 3.453 -2.767 0.141
H -5.718 -1.480 -1.658 0.082
O 4.468 -0.400 -1.067 0.098
H -4.403 0.940 3.713 0.066
O 3.329 5.163 -4.389 0.189
O 4.145 -2.867 4.093 0.107
H -3.301 -5.462 3.432 0.098
C 0.319 2.006 -1.525 -0.499
H 3.825 -6.303 -0.335 0.138
C 0.217 0.937 0.457 -0.084
H -1.973 4.277 -2.484 0.084
O -3.370 2.769 -1.863 -0.015
O 1.345 5.206 -5.362 0.113
F -0.387 -1.035 -0.656 0.121
O 4.010 -0.760 5.136 -0.020
H 4.639 -0.616 7.047 0.093
H 2.389 0.107 -6.478 0.128
H 3.809 -5.080 -1.602 0.141
O 0.269 2.974 -2.257 0.131
H 2.828 3.517 -0.445 0.140
O -4.886 1.184 -1.908 0.028
C 4.081 0.790 -1.228 -0.604
C 1.512 -4.242 -0.319 -0.482
H 4.486 3.527 -0.388 0.138
H -2.932 4.635 -1.051 0.095
H -7.320 -0.981 -1.998 0.077
H -6.154 -0.747 -3.277 0.082
H -0.487 0.268 6.565 0.061
H 0.659 2.173 4.467 0.104
C -0.161 1.931 5.143 -0.170
C -2.913 4.059 -1.976 -0.083
O 2.373 3.286 -5.261 0.045
O 3.671 1.632 -0.280 0.105
O -2.766 -1.812 2.688 0.016
C 1.206 3.084 -6.043 -0.114
H -0.231 -1.989 3.017 0.050
O -4.453 -3.384 2.263 0.072
H 1.461 3.138 -7.101 0.136
O 0.310 2.137 -0.181 0.085
H 2.626 -2.759 2.138 0.117
H 0.391 -3.351 2.455 0.051
H -2.460 2.824 0.729 0.082